Computed, not measured: a structure of composition C30H51Cl2N2PPmS at a distorted geometry, with wB97M-V/def2-TZVPD.

Calculated values
Net charge: -1
Frontier orbital gap (spin up / spin down), eV: 3.864 / 3.892
Molar mass, g/mol: 718.70
Spin multiplicity: 5
Strongest force on any atom, hartree/bohr: 0.0416
⟨S²⟩: 6.01

Element x y z (Å)
H: 2.9846 1.6871 -7.3192
H: 1.2184 -4.5938 -6.1121
C: 1.0679 -4.7861 -5.0397
C: -2.9049 1.9260 -4.7956
C: 3.5769 1.1387 -6.5718
H: -3.8826 2.1855 -6.7027
H: 3.4150 -0.6457 -7.7849
H: -2.2911 0.7008 -8.0188
H: 1.0739 -3.6558 -3.1930
P: 0.1200 -0.8762 -3.8672
H: 1.1867 -0.4033 -6.9060
H: -2.5877 -0.3569 2.1130
H: -3.2257 -0.8726 3.7012
H: 0.9395 2.4911 -1.5416
H: 2.1538 0.6908 2.0580
C: -0.2676 -5.5068 -4.8335
C: -0.0472 -2.5657 -4.6548
H: 3.1029 0.4543 3.5581
C: 1.3520 -0.4265 5.1184
N: -1.1725 -0.5423 3.7103
H: 2.6832 -0.9536 2.5373
H: -2.2624 -2.0284 2.6884
H: -1.0157 1.4715 4.5000
Cl: 2.3971 -0.1610 -1.5457
H: -0.7815 2.0421 -4.3433
C: 0.0213 -0.6909 3.1030
C: -0.3858 2.9317 0.1657
H: 0.9074 -1.4031 5.3640
H: 0.4446 4.7108 -2.6662
C: 1.9504 -0.7947 -6.2234
H: 4.0997 -0.9272 -6.1917
C: -1.3767 0.4600 4.7820
C: -1.4826 -4.5985 -5.0444
H: -1.7100 6.0235 0.8669
C: 1.1364 -3.4596 -4.2738
C: -2.8822 1.9271 -6.3380
C: -0.6729 5.4885 -0.9815
C: -1.3550 -3.2676 -4.2919
H: 2.1114 -2.9794 -4.4463
H: -1.7616 1.2574 -3.0904
C: 3.3238 -0.3669 -6.7297
C: -1.1884 5.2442 0.3061
Cl: -2.3025 -1.1731 -1.6696
H: -2.4539 0.4985 4.9546
H: -2.2398 -2.6483 -4.5015
N: 1.1098 -0.0971 3.6992
C: 1.8211 1.2491 -4.7413
C: -0.4834 1.5996 0.6148
H: 2.4463 -0.6953 -4.1285
H: 1.8911 -5.4277 -4.7117
H: -0.3340 -6.3607 -5.5112
H: 0.9555 0.3666 5.7761
H: -1.3550 -3.4489 -3.2085
H: 1.8930 -1.8875 -6.2754
C: -1.1557 0.0711 -6.2995
C: -1.3013 -0.0196 -4.7899
H: 3.9468 1.2913 -4.4364
H: -1.6088 -4.3925 -6.1177
H: -0.8981 0.1450 5.7297
C: 3.2285 1.6736 -5.1761
H: -1.5290 3.7636 1.8459
H: 1.0767 1.7219 -5.3990
C: 1.6880 -0.2760 -4.8097
H: -2.2086 2.7261 -6.6796
H: -2.3930 -5.1052 -4.7071
C: -2.3825 -0.9783 3.0046
C: 0.0644 4.5005 -1.6568
H: -0.3023 -5.9346 -3.8233
H: 1.6411 1.6010 -3.7174
H: -0.3423 0.7660 -6.5451
H: -0.8398 6.4602 -1.4465
H: -0.0544 -2.3805 -5.7415
H: -3.7573 1.3203 -4.4528
H: -3.0754 2.9449 -4.4194
H: -3.2373 -0.1555 -6.8037
H: 4.6286 1.3565 -6.7851
H: 2.4396 -0.4685 5.2559
C: 0.2948 3.2611 -1.0754
C: -1.0709 3.9932 0.8768
H: -0.9141 -0.8980 -6.7546
H: 3.3049 2.7677 -5.1532
Pm: -0.0320 -0.3586 -0.7098
C: -1.6230 1.3546 -4.1771
S: 0.1949 -1.6282 1.6655
H: -0.8222 1.6236 1.6597
H: -2.1458 -0.6806 -4.5456
C: -2.4447 0.5916 -6.9394
C: 2.3329 0.0242 2.9092

Computed, not measured: a cluster of 2 separate species, C30H51ClN3O8 in total at a distorted geometry, with wB97M-V/def2-TZVPD.

Calculated values
Net charge: -1
Frontier orbital gap, eV: 7.386
Molar mass, g/mol: 617.20
Strongest force on any atom, hartree/bohr: 0.1201

Element x y z (Å)
O: 1.5003 0.7572 -2.6481
H: 1.4596 -3.8216 -1.4957
H: -6.9268 -0.0064 2.2041
H: 3.7864 0.4205 3.4268
H: 5.3237 0.4961 2.4303
C: -8.2085 -0.2011 -0.4418
H: 2.6136 -1.7547 -2.9912
H: -0.6765 4.4539 -0.1085
C: -1.1981 3.4863 0.2051
C: 3.7298 -3.6407 -2.6217
H: -0.3856 2.2305 -1.5188
H: -5.3279 -1.6358 1.1738
H: 0.3520 -2.6655 0.3038
H: 5.8236 -4.1545 -1.7470
C: -6.0232 -3.2711 -0.4063
H: -3.8791 2.8411 1.2607
C: 2.8582 -2.4096 -2.0651
H: 8.1249 5.3133 1.3064
C: 1.2442 -0.6423 -0.1674
H: 0.2452 -0.3880 -0.6871
O: 4.8850 -1.9950 2.6916
H: 3.3106 -3.5161 2.7531
H: 3.4905 -4.6344 -2.1071
C: 4.4433 -3.3678 2.7624
H: -9.2000 0.0413 -0.9639
H: -7.8966 -1.3416 3.0112
H: 2.9083 -1.4776 2.2347
H: -5.8870 -2.5435 2.6950
H: 3.4870 -1.7189 -1.3784
H: -7.8611 1.9769 -0.9325
C: -5.0708 2.4289 -0.6371
C: 3.4879 3.9272 0.3693
H: 4.7044 -5.2414 1.4695
H: 4.1591 -1.3652 0.7765
C: 1.9693 1.2280 0.9628
H: -7.6222 1.5721 0.8500
C: 5.3376 -3.3816 -2.4466
C: 4.1957 0.3356 2.3445
O: -6.6920 -3.2357 0.8840
C: 7.6819 4.3367 1.6956
H: 2.1822 -2.6460 0.5692
H: -4.9798 -3.7372 -0.3356
C: -7.3992 -1.0385 2.0084
C: -8.5792 -0.9868 0.9158
N: 5.5310 2.8955 1.6377
H: 2.0584 -0.1323 -0.7782
H: 7.7707 4.1829 2.8223
H: 4.8069 -3.7678 3.7894
H: 4.2205 -4.4940 -4.3489
H: -4.8279 2.5674 -1.7479
O: 1.1957 0.0985 -4.8992
H: -5.9272 -2.2061 -0.8177
C: 1.2162 2.3605 0.1553
N: 4.0556 5.1969 0.0072
O: 3.5370 -3.8383 -4.0677
C: 6.1518 4.1217 1.2628
H: 6.2959 -4.3871 2.0550
H: -5.7383 3.2813 -0.2478
C: -3.6712 2.4829 0.1860
H: 8.2835 3.4898 1.1806
H: 5.8742 -3.4075 -3.4717
C: 3.9573 -1.1808 1.8884
H: -5.6697 0.4247 -1.4366
H: 5.2771 -3.5784 0.7057
O: -0.1234 1.8377 -3.9862
C: -6.2434 -2.1162 1.6912
C: 5.2299 -4.2444 1.6512
H: -7.5981 -0.8958 -1.1320
H: 5.5440 -2.3446 -2.0118
H: -6.6417 -3.9392 -1.1201
C: -2.6399 3.4719 -0.5605
H: 1.4475 4.4958 -0.6797
N: 1.5473 -2.7973 -1.4661
H: -9.4492 -0.3989 1.4012
C: 5.4069 5.2264 0.4654
C: 1.9915 3.6695 -0.0932
C: 1.3434 -2.2394 -0.0963
O: 1.2140 0.0057 1.1736
C: -0.2842 2.2647 -0.3823
H: -8.9707 -2.0404 0.6645
H: -0.7372 1.3133 0.1011
H: -2.4110 3.0320 -1.6070
O: -0.4620 -0.3970 -3.2869
H: -1.3260 3.4039 1.3534
H: -3.1576 1.4486 0.2079
H: -3.0424 4.5362 -0.6824
Cl: 0.5276 0.5729 -3.7074
C: -7.4256 1.1904 -0.2108
C: -5.8307 1.0039 -0.4610
C: 3.4216 1.4324 1.4861
H: -5.4089 0.4026 0.4349
H: 6.0115 6.1781 0.2144
C: 4.1790 2.7904 1.1598

Computed, not measured: a cluster of 15 separate species, C30H51N16OP2 in total at a distorted geometry, with wB97M-V/def2-TZVPD.

Calculated values
Energy relative to the best compared isomer or geometry (same formula, charge and spin), kcal/mol: 0.0
Net charge: +1
Frontier orbital gap, eV: 8.506
Molar mass, g/mol: 713.80
Strongest force on any atom, hartree/bohr: 0.0513

Element x y z (Å)
H: 2.2184 0.8540 1.8762
C: -0.6860 -1.2988 0.7990
N: -6.0301 0.5596 -10.4249
H: -2.8965 0.6517 -10.7124
C: -5.8988 -3.3623 -10.7316
N: -4.3157 -2.8809 5.5535
H: 2.2491 -2.2822 4.4003
H: 6.9869 0.6738 4.6497
C: -3.5954 -0.0843 -11.1044
N: 3.6764 7.6866 0.0614
C: -3.5303 5.7762 2.8940
H: -3.3542 -1.0612 -10.6917
H: -2.6987 6.6110 4.6283
N: -4.2701 5.8146 2.0192
P: 5.6121 1.9483 0.0824
C: 2.8768 5.2056 0.1265
C: 3.3207 6.5972 0.0902
H: -1.0788 0.6761 -1.4705
N: 7.3925 -5.9772 4.7089
C: -2.5832 5.7254 4.0069
C: 8.0128 0.6440 2.8270
C: -6.6543 4.2202 4.0819
H: 3.2979 -3.6731 4.7450
C: 2.3948 0.8985 0.7919
H: -7.4919 4.9020 4.2126
C: 7.4587 -4.0579 2.9449
H: -1.0745 0.1035 2.3141
H: -4.8621 -2.5012 8.6323
C: -5.4021 -3.1144 7.9138
C: 0.7416 -3.8605 -2.8376
C: 2.9420 -3.0008 3.9664
H: 8.3720 -3.4781 3.0644
C: 4.0761 -2.2955 3.3756
N: -2.5084 1.2057 3.8893
H: 0.1033 1.5550 -2.4542
H: -1.2598 -1.5933 2.7956
H: 3.0032 4.7492 -0.8538
H: 2.4318 -3.5802 3.1986
H: -2.4020 -1.2124 -5.7836
H: 0.9343 -3.3694 -1.8862
H: -0.2979 -3.6967 -3.1129
H: -3.5037 -0.1245 -12.1875
C: -6.7339 3.1399 5.0611
H: -2.2217 0.4841 -6.2604
H: -3.6224 -0.4445 -6.8152
P: 4.7687 0.0091 -0.5129
H: 7.0080 1.7789 0.1991
N: 1.2192 -6.4147 -2.6192
H: 2.5032 -0.7068 -0.6464
H: 5.4673 -1.5302 0.9333
C: 7.4214 -5.1370 3.9296
H: -5.3430 0.8689 5.2163
H: 1.3843 -3.4316 -3.6045
H: -5.7267 4.7696 4.2137
H: -7.1177 -2.7912 -9.1274
N: -0.1149 -1.6242 -0.1430
H: -2.4800 -0.8196 1.7706
H: -5.1648 -0.4661 4.0523
H: 4.7340 -0.0691 -1.9174
C: -1.8644 1.6264 -3.1707
C: -4.6673 0.0961 4.8396
H: 6.5964 -3.4096 3.0954
H: 6.7338 -0.8553 0.0749
C: -1.8144 -0.9114 -7.7737
H: 8.7540 0.5570 4.7823
H: 1.8270 5.1556 0.4072
H: -1.0336 2.4487 -1.4297
H: 3.2261 -1.0892 0.9091
N: 8.0751 0.3403 1.7220
N: -4.9125 -3.3018 -11.3133
O: 1.9735 1.8224 0.1669
H: -4.4044 -0.5770 5.6408
C: -4.9613 0.2764 -10.7318
H: 3.4636 4.6498 0.8577
H: -5.3675 -4.1542 8.2316
C: -4.7888 -2.9835 6.5938
H: 8.0002 2.0990 4.3345
C: 3.1100 -0.3043 0.1655
N: 5.7835 -1.2229 0.0071
C: 7.9331 1.0172 4.2362
C: 1.0048 -5.2927 -2.7153
C: -1.4176 -0.8758 1.9927
N: 4.9798 -1.7599 2.9101
H: -2.7683 4.8365 4.6076
H: -1.5670 5.6893 3.6211
H: -6.6814 3.8096 3.0751
N: -1.2219 -1.2377 -8.7002
H: -6.4385 -2.7866 7.8702
H: -7.3375 -4.4645 -9.6797
N: 4.9971 2.4982 1.4290
C: -3.4616 0.7207 4.3081
C: -0.9124 1.5729 -2.0643
C: -7.1606 -3.4398 -9.9996
H: 7.4296 -4.4737 1.9392
N: -6.7960 2.2833 5.8220
C: -2.5599 -0.4955 -6.5866
H: -7.9765 -3.1177 -10.6427
N: -2.6018 1.6687 -4.0475
H: 5.7604 2.5979 2.0929
H: 5.3793 2.8185 -1.0057